1.
An isolated molecule of C4H8N2O3, computed with wB97M-V/def2-TZVPD.

Geometry as XYZ:
```
17
Properties=species:S:1:pos:R:3:forces:R:3:nbo_charge:R:1
C -0.4838 -0.1341 0.7896 1.1254 4.1562 -0.6166 -0.151
C -1.8665 0.3745 0.6336 -3.7793 -0.6904 -1.5624 0.765
C 0.2816 0.5523 -0.3835 0.7815 0.5138 0.1650 -0.476
C 1.7869 0.2720 -0.3739 0.2814 0.2279 0.0637 0.685
H -0.8445 -1.9549 1.2861 -0.7854 -1.2017 1.7044 0.364
H -0.7299 -1.6877 -0.1848 -0.3151 -0.8618 -1.6865 0.355
H -0.1186 0.3665 1.6662 0.5620 -0.3201 0.8964 0.230
H 0.1430 1.6663 -0.3714 0.0868 -1.1624 -0.1974 0.255
H -0.0721 0.0774 -1.2735 -0.7590 0.1413 -0.8895 0.195
H 1.8421 -1.0252 -2.1605 1.1880 1.0672 2.4212 0.407
H 3.3455 -0.6475 -1.1986 -0.5901 -0.2498 -0.4449 0.409
H -2.9664 1.9744 0.7093 0.5126 -0.8862 -0.0387 0.510
N -0.2693 -1.4772 0.6596 0.7285 -1.6000 0.0676 -0.777
N 2.3262 -0.6476 -1.2727 -1.0048 0.0659 -0.9763 -0.848
O -2.8218 -0.2422 0.1769 1.2474 -0.6240 0.3901 -0.624
O 2.5105 0.8834 0.3947 -0.1855 -0.5297 -0.2414 -0.613
O -2.0629 1.6493 0.9029 0.9058 1.9538 0.9452 -0.687
```
Forces are in eV/Å.

## Properties
SMILES: NC(=O)C[C@H](N)C(=O)O
LUMO energy, eV: 0.6
E_HOMO, eV: -9.880
ΔE to the lowest compared entry with this formula, charge and spin, kJ/mol: 97.00
Strongest force on any atom, hartree/bohr: 0.085
Orbital gap, eV: 10.459


2.
The ion C4H9NO with charge +1, computed with wB97M-V/def2-TZVPD.

Geometry as XYZ:
```
15
Properties=species:S:1:pos:R:3:forces:R:3:lowdin_spin:R:1
C -1.8599 1.3342 -0.5170 1.4639 -0.0303 -0.2555 0.020
C -0.6844 0.8923 0.3893 -0.6864 -1.1447 -0.1986 0.062
N -0.0976 -0.3206 -0.2002 1.3063 0.9929 0.3192 0.589
C 0.7362 -1.1912 0.5562 0.2147 0.1281 -0.3279 0.096
C 2.1440 -1.2794 -0.1162 0.5599 -0.6794 -0.1780 0.039
O 3.1110 -1.1519 0.5503 -0.0110 0.2863 0.2496 0.091
H -1.4188 1.9535 -1.2949 -0.2768 0.2962 -0.0963 0.000
H -2.5830 1.9051 0.0458 -0.2668 -0.0651 -0.0001 0.002
H -2.2574 0.4630 -1.0353 -0.5084 0.0706 0.3647 0.000
H -0.9915 0.5917 1.3895 0.0020 0.3212 0.0916 0.003
H 0.1349 1.6234 0.4298 -0.1645 0.0880 0.1325 0.034
H 0.2473 -0.1424 -1.1471 -0.6514 -0.4964 -0.2483 0.014
H 0.8866 -0.8395 1.5732 -0.3421 -0.0323 0.1742 0.005
H 0.4130 -2.2397 0.5531 -0.2532 0.0071 -0.0464 0.038
H 2.2197 -1.5983 -1.1765 -0.3862 0.2578 0.0192 0.007
```
Forces are in eV/Å.

## Properties
LUMO energy (alpha / beta), eV: -4.1 / -8.2
E_HOMO (alpha / beta), eV: -15.304 / -15.184
ΔE to the lowest compared entry with this formula, charge and spin, kJ/mol: 129.87
Strongest force on any atom, hartree/bohr: 0.033
Spin multiplicity: 2
Orbital gap (alpha / beta), eV: 11.235 / 6.981
Net charge: +1


3.
An isolated molecule of C5H11NO2, computed with wB97M-V/def2-TZVPD.

Geometry as XYZ:
```
19
Properties=species:S:1:pos:R:3:forces:R:3:nbo_charge:R:1
C -0.9919 1.9395 0.4237 -0.1039 0.1403 -0.6114 -0.649
C -0.8599 0.5896 -0.4640 0.7735 0.7512 1.4118 -0.062
C 0.2265 -0.3875 -0.0897 0.3057 0.9807 0.9045 0.134
C 1.6510 -0.2989 -0.5138 -0.3810 2.3994 -1.4088 -0.084
C -0.1024 -1.1491 1.0867 4.0093 -0.0395 2.7020 -0.105
H 0.1375 2.2634 0.8089 -3.1678 -0.3174 -1.4443 0.247
H -1.6936 1.8764 1.3957 1.5886 -0.2572 -2.3339 0.217
H -1.6115 2.5878 -0.4394 2.0457 -0.8550 2.8714 0.234
H -0.5181 0.9170 -1.4718 -1.1829 0.0288 0.1525 0.192
H -2.0511 -1.0084 -1.2415 -0.0919 3.2966 3.0552 0.382
H -2.6578 -0.6308 0.4173 2.8606 2.2662 -2.5654 0.400
H 2.1198 -1.2556 -0.2181 0.2276 0.6978 -0.3674 0.200
H 1.5671 -0.1271 -1.7022 0.8343 -0.5470 2.4362 0.173
H 3.2053 0.8115 -0.1683 -0.7505 0.6036 0.5211 0.469
H -1.0105 -0.8889 1.5883 -0.1681 -0.2675 0.6591 0.188
H 0.9148 -1.4051 1.6309 -2.5931 0.0578 -0.2752 0.175
N -2.0781 -0.1462 -0.4465 -4.2934 -4.0495 -2.4542 -0.889
O 2.2757 0.9289 0.1319 0.3207 -2.6564 -1.6377 -0.730
O -0.2000 -1.7138 -0.1484 -0.2334 -2.2330 -1.6158 -0.490
```
Forces are in eV/Å.

## Properties
SMILES: C[C@H](N)[C@@]1(CO)CO1
LUMO energy, eV: 0.8
E_HOMO, eV: -8.801
ΔE to the lowest compared entry with this formula, charge and spin, kJ/mol: 534.17
Strongest force on any atom, hartree/bohr: 0.124
Orbital gap, eV: 9.577


4.
An isolated molecule of C8H15FN2O4S, computed with wB97M-V/def2-TZVPD.

Geometry as XYZ:
```
31
Properties=species:S:1:pos:R:3:forces:R:3:nbo_charge:R:1
C 2.2203 -2.4048 1.3100 -0.8012 0.2618 -0.2754 -0.715
C 2.2148 -1.3697 0.0607 3.2405 -4.0458 -2.4126 0.678
O 2.8237 -1.7960 -0.9597 -2.8426 2.5215 3.7184 -0.456
N 1.5904 -0.0323 0.1907 2.6159 0.0876 -0.5051 -0.403
C 2.4747 1.0857 -0.1656 2.3429 2.4590 -1.3230 0.682
C 1.8989 2.5730 0.1326 -0.7386 -0.9882 1.0732 -0.723
O 3.6267 1.0058 -0.6375 -3.9048 -0.7534 2.0917 -0.509
N 0.2946 0.0718 -0.2729 -0.8664 0.5374 -0.9766 -0.481
C -0.6774 -0.8924 0.3158 -1.8387 -0.2819 1.3830 -0.250
C -2.1337 -0.2149 0.6298 -0.6375 -0.2671 0.1945 -0.212
C -3.3321 -0.9250 -0.2036 -0.1856 1.4961 0.8077 -0.623
C -2.1342 1.3809 0.4744 0.5739 0.3439 -0.1402 -0.641
S 0.1013 0.3581 -1.9424 -2.0277 -4.0157 -6.6830 2.323
O -1.1597 -0.3363 -2.4285 2.9235 2.9179 2.7975 -0.869
O 1.2175 -0.0686 -2.8326 -1.6645 2.3756 3.5148 -0.803
F -0.1634 2.0067 -2.2606 0.7019 -2.6843 1.4712 -0.466
H 1.1541 -2.8323 1.4215 1.6090 0.7812 0.0184 0.229
H 2.8892 -3.3067 1.0712 -0.8826 1.7177 0.1142 0.258
H 2.5466 -1.9163 2.2865 -0.5525 -0.5418 -1.3228 0.238
H 0.7566 2.6279 0.0029 1.8844 0.0447 0.0198 0.235
H 2.0768 2.7415 1.2625 -0.1521 -0.2443 -1.7420 0.241
H 2.4527 3.3754 -0.4505 -0.7277 -1.4139 0.6102 0.260
H -0.2746 -1.1827 1.3581 -0.2295 0.6053 -1.9279 0.241
H -0.8205 -1.8433 -0.3160 0.4103 1.5517 0.8258 0.236
H -2.3869 -0.4210 1.7401 0.7200 0.2185 -1.6919 0.206
H -3.1839 -2.0448 -0.3423 -0.1446 1.5630 0.0678 0.217
H -4.2848 -0.7329 0.4244 1.3967 -0.5383 -1.0775 0.210
H -3.4719 -0.3460 -1.1774 0.2859 -1.2294 1.1143 0.233
H -2.1084 1.7187 -0.6285 -0.2039 -0.6626 1.6648 0.222
H -3.0284 1.8940 0.9855 1.2517 -1.0612 -0.8104 0.232
H -1.1791 1.8266 0.9513 -1.5563 -0.7550 -0.5990 0.211
```
Forces are in eV/Å.

## Properties
SMILES: CC(=O)N(C(C)=O)N(CC(C)C)S(=O)(=O)F
LUMO energy, eV: -0.6
E_HOMO, eV: -10.082
Strongest force on any atom, hartree/bohr: 0.157
Orbital gap, eV: 9.500


5.
The ion C3H4N3 with charge +1, computed with wB97M-V/def2-TZVPD.

Geometry as XYZ:
```
10
Properties=species:S:1:pos:R:3:forces:R:3:nbo_charge:R:1
C -0.3253 1.2904 -0.5745 -0.1238 0.8220 -1.1356 0.285
C 0.0075 -1.0063 -0.4244 -0.8392 2.6583 -1.8124 0.395
C -0.0625 0.8624 0.8107 1.5728 2.1844 -0.3164 -0.442
N -0.1499 0.1042 -1.3797 0.5776 -1.5220 3.1101 -0.349
N -0.0171 -0.1832 -2.6174 -0.3168 0.9773 -0.1056 0.129
N 0.0088 -0.5694 0.7441 1.0117 -1.0510 2.4206 -0.423
H -0.0119 -1.9991 -0.6537 0.2411 -2.5797 -1.0188 0.254
H 1.0291 1.4835 0.8592 -2.1274 -1.7860 -0.0860 0.358
H -0.5949 1.2448 1.7147 0.0827 -0.1391 -1.1119 0.324
H 0.1163 -1.2273 1.5210 -0.0787 0.4358 0.0559 0.469
```
Forces are in eV/Å.

## Properties
LUMO energy (alpha / beta), eV: -6.6 / -6.6
E_HOMO (alpha / beta), eV: -14.762 / -14.687
ΔE to the lowest compared entry with this formula, charge and spin, kJ/mol: 473.33
Strongest force on any atom, hartree/bohr: 0.068
Orbital gap (alpha / beta), eV: 8.194 / 8.107
Net charge: +1


6.
An isolated molecule of C5H11B, computed with wB97M-V/def2-TZVPD.

Geometry as XYZ:
```
17
Properties=species:S:1:pos:R:3:forces:R:3:nbo_charge:R:1
B 0.2596 -0.1712 -0.6563 2.6521 -1.1484 2.3964 -0.059
C -1.8909 1.2226 1.5486 -3.9269 0.3945 1.5222 -0.246
C -0.7377 1.6496 1.1472 0.5051 -2.2685 -0.5287 -0.361
C -0.3230 -1.4847 0.1206 -1.9209 0.4929 -0.8618 -0.857
C 1.8177 -0.5017 -1.3016 -1.3374 4.2437 1.1898 -0.775
C 0.1090 1.1583 0.1254 -0.0733 -0.0493 -1.4180 0.089
H -2.3252 1.7665 2.4767 0.4592 -1.4103 -1.6764 0.205
H -2.5297 0.5969 0.9343 -0.0784 -0.1365 0.2998 0.206
H -0.3754 2.2354 1.8857 2.1645 2.6706 1.5046 0.225
H 0.3606 -2.2968 0.2941 0.6111 -0.0178 0.5000 0.218
H -1.1122 -1.9904 -0.4644 0.1229 0.1882 -0.1093 0.214
H -0.8953 -1.1806 1.0159 0.5954 -0.3584 0.0874 0.203
H 2.0908 -1.2456 -0.6650 1.3694 -2.1044 1.7050 0.207
H 2.5941 0.3174 -1.3546 -0.9288 -0.7711 0.1607 0.199
H 1.6604 -0.8781 -2.2298 -0.1804 -1.2326 -2.9228 0.206
H -0.4289 0.2754 -1.5012 -1.0525 1.1334 -1.0027 0.147
H 0.6263 2.0317 -0.2083 1.0189 0.3740 -0.8462 0.181
```
Forces are in eV/Å.

## Properties
LUMO energy, eV: -1.2
E_HOMO, eV: -9.494
ΔE to the lowest compared entry with this formula, charge and spin, kJ/mol: 382.59
Strongest force on any atom, hartree/bohr: 0.090
Orbital gap, eV: 8.256


7.
A structure of composition C30H35NO5PtSb, computed with wB97M-V/def2-TZVPD.

Geometry as XYZ:
```
73
Properties=species:S:1:pos:R:3:forces:R:3:lowdin_charge:R:1
Pt -0.0834 0.5266 -0.0702 0.0778 -0.1528 0.1131 1.045
O -5.8622 2.7274 -0.2813 0.0228 -0.0020 0.0048 0.066
C -4.6282 2.1556 -0.2651 -0.0019 0.0315 0.0063 -0.283
C -4.4359 0.8053 -0.5185 0.0015 -0.0461 -0.0005 0.064
C -3.1484 0.3029 -0.4824 -0.0183 -0.0692 -0.0452 -0.154
N -2.1154 1.0849 -0.1984 0.1559 -0.0595 -0.0995 -0.007
C -2.2882 2.3867 0.0281 -0.0270 0.1093 0.0246 -0.168
C -3.5346 2.9717 0.0068 -0.0398 0.0153 -0.0104 0.076
C -1.0173 3.1857 0.2867 0.0458 -0.0442 0.0553 -0.572
O -1.0916 4.3889 0.4529 0.0289 -0.1267 0.0002 0.059
O 0.0835 2.4915 0.3059 -0.1315 0.1757 0.0096 -0.154
C -2.8121 -1.1574 -0.7912 -0.0670 0.0196 0.0345 -0.633
O -3.7532 -1.9249 -0.9952 0.0186 0.0182 0.0135 0.013
O -1.5690 -1.4001 -0.7949 -0.1304 -0.0136 -0.1451 -0.240
H -6.5167 2.0498 -0.4814 0.0053 -0.0026 -0.0015 0.106
H -5.2485 0.1271 -0.7491 0.0107 -0.0106 -0.0033 0.126
H -3.6385 4.0312 0.1904 0.0103 -0.0038 0.0035 0.132
C 6.9712 0.4228 -1.3936 -0.0085 0.0108 -0.0203 -0.115
C 6.3941 -0.1959 -0.2917 -0.0013 0.0013 0.0136 -0.091
C 5.0219 -0.1722 -0.1054 0.0131 -0.0934 0.0257 -0.061
C 4.1793 0.4768 -1.0133 0.1103 0.0494 -0.0039 -0.232
C 4.7769 1.0757 -2.1279 -0.0208 0.0007 0.0469 -0.048
C 6.1500 1.0572 -2.3153 0.0310 -0.0154 0.0088 -0.104
C 2.7102 0.5110 -0.9068 -0.0572 -0.1293 -0.1118 -0.131
C 1.9006 0.3810 0.1563 -0.0332 0.1635 -0.1690 -0.356
C 2.3815 0.3601 1.5573 -0.0691 -0.0303 0.1827 -0.262
C 3.3360 1.2752 2.0098 -0.0837 0.1285 0.0182 -0.048
C 3.7519 1.2838 3.3309 -0.0112 -0.0091 -0.0020 -0.087
C 3.2222 0.3764 4.2399 0.0136 -0.0218 -0.0047 -0.108
C 2.2525 -0.5208 3.8152 0.0064 0.0042 0.0288 -0.090
C 1.8261 -0.5147 2.4957 0.0672 -0.0089 -0.0550 -0.072
H 8.0443 0.4001 -1.5366 0.0006 0.0030 -0.0009 0.089
H 7.0183 -0.7120 0.4283 0.0035 0.0005 -0.0025 0.098
H 4.5942 -0.6777 0.7516 0.0320 -0.0013 -0.0667 0.108
H 4.1414 1.5683 -2.8552 -0.0043 -0.0004 0.0013 0.108
H 6.5790 1.5371 -3.1869 0.0048 -0.0015 0.0005 0.093
H 2.2236 0.6366 -1.8730 0.0093 -0.0093 0.0185 0.091
H 3.7383 1.9994 1.3122 -0.0083 -0.0319 0.0028 0.123
H 4.4879 2.0097 3.6551 0.0044 -0.0001 0.0009 0.097
H 3.5498 0.3811 5.2723 -0.0064 0.0044 0.0026 0.091
H 1.8097 -1.2171 4.5174 0.0067 -0.0027 0.0009 0.097
H 1.0407 -1.1907 2.1782 0.0009 0.0178 0.0302 0.055
C -0.5685 -5.3683 0.9428 -0.0090 -0.0021 -0.0383 -0.156
C -0.2931 -3.9122 1.2984 0.0229 0.0274 0.0258 -0.558
C -1.5790 -3.2162 1.7343 -0.0127 0.0746 -0.0006 -0.161
Sb 0.7327 -2.7506 -0.2424 0.0892 0.0188 0.0954 1.590
C 2.7673 -3.4618 0.1852 0.0346 -0.0018 -0.0402 -0.556
C 2.9645 -4.8788 0.7070 -0.0194 -0.0328 0.0112 -0.154
C 3.6736 -3.1907 -1.0143 0.0101 -0.0203 -0.0683 -0.159
C 0.1900 -3.8723 -2.0302 -0.1240 0.0382 -0.0145 -0.553
C 0.3545 -2.9356 -3.2248 0.0255 0.0418 -0.0271 -0.170
C 0.8680 -5.2120 -2.2877 0.0722 0.0121 0.0143 -0.148
H -1.0865 -5.8698 1.7691 0.0045 0.0015 0.0021 0.071
H 0.3433 -5.9288 0.7340 -0.0042 0.0087 -0.0006 0.044
H -1.2178 -5.4411 0.0669 0.0011 0.0016 0.0015 0.072
H 0.4179 -3.8790 2.1329 0.0039 -0.0304 -0.0005 0.071
H -2.2942 -3.1378 0.9133 0.0165 -0.0697 0.0204 0.057
H -1.3883 -2.1994 2.0874 -0.0058 -0.0002 -0.0135 0.062
H -2.0543 -3.7769 2.5476 0.0036 0.0136 0.0195 0.071
H 3.0564 -2.7642 0.9819 -0.0329 -0.0032 -0.0093 0.061
H 2.7216 -5.6226 -0.0564 -0.0082 0.0122 0.0172 0.058
H 2.3518 -5.0875 1.5861 0.0055 0.0030 -0.0029 0.054
H 4.0116 -5.0395 0.9931 0.0025 -0.0078 -0.0075 0.071
H 3.5367 -3.9484 -1.7912 -0.0177 0.0389 0.0287 0.055
H 4.7306 -3.2133 -0.7267 -0.0018 -0.0039 0.0005 0.072
H 3.4829 -2.2136 -1.4634 0.0196 0.0064 0.0143 0.050
H -0.8816 -4.0413 -1.8829 0.0178 0.0570 0.0580 0.079
H 1.4083 -2.6911 -3.3911 0.0019 -0.0088 -0.0118 0.066
H -0.1840 -1.9991 -3.0701 -0.0141 -0.0221 0.0110 0.054
H -0.0238 -3.4020 -4.1415 -0.0006 -0.0045 0.0013 0.070
H 1.9313 -5.0861 -2.5056 -0.0413 -0.0181 0.0185 0.054
H 0.4172 -5.6971 -3.1618 0.0058 0.0053 -0.0062 0.072
H 0.7774 -5.8992 -1.4472 -0.0068 -0.0026 -0.0045 0.044
```
Forces are in eV/Å.

## Properties
LUMO energy, eV: 2.4
E_HOMO, eV: -4.727
ΔE to the lowest compared entry with this formula, charge and spin, kJ/mol: 0.00
Strongest force on any atom, hartree/bohr: 0.005
Orbital gap, eV: 7.114
Net charge: -1


8.
An isolated molecule of C19H19NO5, computed with wB97M-V/def2-TZVPD.

Geometry as XYZ:
```
44
Properties=species:S:1:pos:R:3:forces:R:3:nbo_charge:R:1
C -5.0591 -3.2713 0.8703 0.0043 0.4438 -0.0315 -0.619
C -5.4038 -1.7919 0.9366 -0.2737 -0.3400 0.1486 -0.059
O -4.3197 -1.0791 0.3747 0.2721 0.2160 -0.1340 -0.518
C -4.3704 0.2837 0.3282 0.0994 0.2268 -0.0698 0.274
C -5.4245 1.0632 0.7756 0.0171 -0.2860 0.0133 -0.288
C -5.3612 2.4457 0.6729 0.0540 0.1582 -0.0335 -0.209
C -4.2507 3.0583 0.1259 -0.1967 -0.0062 0.0955 -0.227
C -3.1885 2.2936 -0.3271 0.1011 -0.0766 -0.0349 -0.232
C -3.2378 0.9114 -0.2318 -0.2773 0.2265 0.0869 0.161
N -2.2101 0.0777 -0.6666 -0.0780 -0.5972 0.1017 -0.594
C -1.0315 0.3911 -1.2351 -0.4962 0.0232 0.0890 0.571
O -0.6223 1.4974 -1.5349 0.0974 -0.0889 0.0221 -0.600
C -0.2068 -0.8711 -1.5124 0.2166 -0.1693 0.0640 0.541
O -0.7033 -1.9713 -1.4973 0.1539 0.2940 -0.0356 -0.507
C 1.2431 -0.5792 -1.7616 -0.0297 -0.0679 0.1760 -0.629
H 1.3100 0.3256 -2.3704 0.0852 -0.0817 -0.0699 0.276
H 1.7346 -1.4204 -2.2510 -0.0716 0.0372 -0.0273 0.251
C 1.9394 -0.2828 -0.4308 -0.1280 -0.0577 -0.4695 0.605
O 1.3351 -0.2340 0.6126 -0.1557 -0.0661 -0.0216 -0.530
C 3.4058 -0.0741 -0.5073 0.6790 0.1508 0.3730 -0.152
C 4.1003 -0.0191 0.6951 0.0604 0.0031 -0.0274 -0.226
C 5.4802 0.1734 0.7229 -0.1988 -0.0254 -0.1942 0.381
C 6.1649 0.3200 -0.4804 0.1218 0.0160 0.2367 -0.305
C 5.4689 0.2728 -1.6786 -0.0333 -0.0075 -0.0629 -0.192
C 4.1036 0.0746 -1.7077 -0.1466 -0.0290 0.0548 -0.207
H 3.5927 0.0509 -2.6562 -0.0706 -0.0190 -0.1022 0.215
H 6.0119 0.3936 -2.6043 0.0360 0.0124 -0.0674 0.217
H 7.2323 0.4730 -0.4991 0.0929 0.0096 0.0341 0.221
O 6.0513 0.2015 1.9532 -0.2981 -0.0416 -0.0161 -0.504
C 7.4413 0.4022 2.0502 0.2253 0.0305 0.0110 -0.255
H 7.9991 -0.3996 1.5556 -0.0237 0.0391 0.0063 0.176
H 7.7387 1.3677 1.6288 -0.0112 -0.0429 0.0021 0.177
H 7.6657 0.3910 3.1154 0.0336 0.0088 -0.0915 0.204
H 3.5641 -0.1291 1.6246 -0.0606 -0.0072 0.0947 0.246
H -2.3827 -0.9146 -0.5248 0.1721 0.1721 -0.1068 0.441
H -2.3148 2.7565 -0.7544 0.0340 0.0019 -0.0249 0.251
H -4.2055 4.1334 0.0490 0.0125 0.0959 -0.0098 0.215
H -6.1916 3.0378 1.0266 -0.0691 0.0484 0.0291 0.213
H -6.3010 0.6057 1.2065 -0.0472 -0.0867 0.0259 0.218
H -5.5574 -1.4821 1.9793 0.0009 0.0383 -0.1447 0.175
H -6.3222 -1.5880 0.3689 0.1120 0.0527 0.0895 0.174
H -5.8695 -3.8589 1.2916 -0.0742 -0.0800 0.0401 0.214
H -4.1482 -3.4656 1.4299 0.0649 -0.0595 0.0651 0.217
H -4.9003 -3.5700 -0.1624 -0.0060 -0.0687 -0.0843 0.216
```
Forces are in eV/Å.

## Properties
SMILES: CCOc1ccccc1NC(=O)C(=O)CC(=O)c1cccc(OC)c1
LUMO energy, eV: 0.2
E_HOMO, eV: -8.162
ΔE to the lowest compared entry with this formula, charge and spin, kJ/mol: 64.99
Strongest force on any atom, hartree/bohr: 0.015
Orbital gap, eV: 8.342